{
  "formula": "C16H13AsIO7RhS",
  "method": "ωB97M-V/def2-TZVPD",
  "symbols": ["Rh", "O", "As", "O", "O", "C", "C", "C", "C", "C", "C", "S", "O", "O", "O", "H", "H", "H", "H", "H", "I", "C", "C", "C", "C", "C", "C", "C", "C", "C", "C", "H", "H", "H", "H", "H", "H", "O", "H", "H"],
  "coordinates": [[-0.53090, -0.22973, 0.29294], [3.81913, 0.11178, 1.25601], [2.57401, -1.15069, 1.33321], [2.71682, -2.08026, 2.65489], [1.16945, -0.10999, 1.35125], [3.18254, -1.99773, -0.32571], [4.56003, -2.05260, -0.49304], [5.09688, -2.74263, -1.57391], [4.27941, -3.37921, -2.49416], [2.90189, -3.33513, -2.34687], [2.37586, -2.65168, -1.26625], [0.65480, -2.53094, -1.02374], [0.30547, -1.15232, -1.50620], [-0.08411, -3.56333, -1.69587], [0.54109, -2.53424, 0.44536], [3.80374, 0.57933, 2.10093], [5.20326, -1.56170, 0.22160], [6.17169, -2.78835, -1.69181], [4.71486, -3.91732, -3.32626], [2.23865, -3.83127, -3.04327], [0.50452, 2.18564, -0.69384], [-1.18895, 3.17157, -0.00100], [-1.19248, 4.53221, -0.03037], [-2.35301, 5.22319, 0.37563], [-3.45557, 4.52121, 0.75879], [-3.45309, 3.10446, 0.77903], [-4.62185, 2.38772, 1.13834], [-4.62564, 1.02935, 1.14889], [-3.44950, 0.30803, 0.83309], [-2.28475, 0.95151, 0.49853], [-2.28130, 2.38305, 0.42398], [-0.32181, 5.07968, -0.36621], [-2.36095, 6.30568, 0.36480], [-4.36141, 5.03889, 1.05241], [-5.51474, 2.94718, 1.39286], [-5.52526, 0.48583, 1.40908], [-3.48237, -0.76732, 0.87720], [-2.13463, -2.32469, 0.41649], [-1.67315, -2.80005, 1.12460], [-1.91867, -2.84514, -0.37140]],
  "forces_ev_per_a": [[0.35, -0.47, 0.39], [-0.22, 0.00, 0.17], [0.09, -0.22, 0.25], [-0.06, 0.23, -0.24], [-0.12, -0.12, -0.35], [-0.22, -0.06, -0.20], [-0.13, 0.00, -0.05], [0.06, -0.03, -0.03], [0.10, -0.01, -0.04], [-0.04, 0.05, 0.10], [0.31, 0.13, 0.14], [-0.23, -0.07, 0.19], [-0.18, -0.06, 0.08], [0.22, 0.04, -0.08], [-0.21, -0.05, -0.10], [0.10, 0.05, -0.01], [0.05, 0.00, -0.01], [0.00, 0.01, 0.01], [0.00, 0.01, 0.02], [0.00, 0.01, 0.02], [0.14, 0.28, -0.23], [0.15, -0.15, -0.06], [-0.16, 0.17, 0.06], [0.11, 0.05, -0.04], [-0.08, -0.07, 0.02], [-0.02, 0.01, 0.01], [-0.02, 0.11, 0.01], [0.03, -0.13, 0.00], [-0.08, 0.10, 0.11], [0.28, 0.26, -0.09], [-0.19, 0.05, 0.07], [-0.03, 0.00, 0.01], [0.00, -0.04, 0.00], [0.02, -0.02, -0.01], [0.02, -0.01, 0.00], [0.02, 0.00, 0.00], [-0.02, -0.07, -0.02], [0.01, -0.03, 0.13], [0.00, 0.08, -0.14], [-0.03, -0.02, -0.07]],
  "charge": 0,
  "homo_energy_ev": [-8.7, -8.8],
  "total_energy_ha": -4186.28330,
  "s2": 6.016,
  "mol_weight_g_mol": 654.07,
  "multiplicity": 5,
  "lumo_energy_ev": [-0.06, -2.58],
  "e_above_lowest_kj_mol": 65.6
}

{
  "formula": "C14H20FeN6O5S2Se",
  "method": "ωB97M-V/def2-TZVPD",
  "symbols": ["Fe", "N", "N", "C", "N", "S", "H", "H", "H", "H", "H", "C", "C", "O", "N", "C", "C", "C", "C", "C", "C", "N", "H", "H", "H", "H", "H", "H", "H", "H", "H", "H", "O", "Se", "O", "O", "O", "S", "C", "N", "C", "C", "C", "C", "H", "H", "H", "H", "H"],
  "coordinates": [[0.76038, -0.37542, 0.52233], [1.04448, -0.90122, 2.68463], [2.24478, -1.63972, 2.81563], [3.16088, -1.47902, 1.82713], [4.12818, -2.41472, 1.69483], [3.21218, -0.05552, 0.97433], [0.90298, -0.33312, 3.51863], [0.24328, -1.55172, 2.59693], [2.14118, -2.58562, 3.17473], [3.87558, -3.37872, 1.85093], [4.74398, -2.26112, 0.91033], [2.73738, -0.42272, -3.51357], [1.74068, 0.05518, -2.48357], [1.70018, -0.43182, -1.36507], [0.91258, 1.04728, -2.85507], [-0.19682, 1.45818, -2.00917], [0.19658, 2.32138, -0.83487], [-0.25732, 3.62788, -0.73907], [0.02048, 4.37458, 0.39583], [0.78358, 3.77928, 1.39003], [1.22848, 2.48628, 1.20053], [0.93198, 1.74888, 0.12783], [2.62538, -1.50062, -3.61307], [3.74318, -0.23452, -3.14007], [2.61158, 0.05198, -4.48387], [0.98378, 1.45618, -3.77377], [-0.65082, 0.54848, -1.59887], [-0.92492, 1.98238, -2.62767], [-0.82512, 4.05908, -1.54957], [-0.32822, 5.39248, 0.48923], [1.04368, 4.31658, 2.28793], [1.85448, 2.00918, 1.93883], [-0.84372, -2.66832, 1.70663], [-0.20352, -2.66832, 0.19743], [-0.56532, -4.00952, -0.53457], [1.37498, -2.39862, 0.39793], [-0.74882, -1.34062, -0.56297], [-1.33502, 0.58488, 1.50313], [-2.72442, -0.08022, 0.80943], [-3.03062, -1.38102, 1.05213], [-4.06922, -2.00202, 0.48293], [-4.94302, -1.32472, -0.32107], [-4.70232, 0.04038, -0.56327], [-3.61442, 0.65228, -0.00627], [-2.27112, -1.95542, 1.49613], [-4.16582, -3.05622, 0.69673], [-5.77902, -1.82722, -0.77537], [-5.37562, 0.59518, -1.19957], [-3.39142, 1.68988, -0.19287]],
  "forces_ev_per_a": [[0.95, 1.75, 0.13], [0.07, -0.24, 0.69], [-0.01, -0.55, 0.08], [0.53, 0.52, 0.55], [-0.27, -0.16, 0.06], [1.13, 0.39, 0.06], [0.11, 0.01, -0.25], [0.13, -0.11, 0.07], [-0.13, 0.24, -0.11], [-0.01, -0.03, 0.07], [-0.13, 0.00, 0.09], [-0.05, 0.00, 0.24], [0.24, 0.02, -0.27], [0.29, -0.22, -1.03], [-0.25, 0.40, -0.25], [-0.03, -0.21, 0.36], [0.00, 0.12, -0.09], [0.07, 0.11, 0.03], [0.25, -0.37, 0.04], [-0.14, 0.34, -0.24], [0.08, 0.06, -0.11], [-0.27, 1.12, -0.07], [-0.03, -0.02, -0.02], [0.00, 0.03, 0.02], [-0.01, 0.02, -0.02], [0.10, -0.19, 0.14], [-0.13, 0.12, -0.14], [0.04, -0.05, 0.03], [-0.10, -0.01, -0.08], [-0.06, 0.04, 0.03], [0.03, 0.00, 0.11], [0.02, -0.15, 0.09], [-0.53, -0.03, 1.03], [-1.03, -2.63, -0.13], [-0.39, -1.57, -1.07], [1.16, -0.27, 0.04], [-0.51, 0.64, -0.96], [-0.55, 1.00, 0.89], [-0.27, -0.23, 0.17], [-0.13, 0.49, -0.39], [-0.36, -0.09, -0.14], [0.05, 0.19, -0.03], [-0.02, -0.37, 0.14], [0.06, -0.14, 0.09], [0.11, 0.01, 0.22], [0.04, -0.04, 0.01], [-0.08, -0.12, 0.00], [-0.04, 0.07, -0.06], [0.05, 0.10, 0.03]],
  "charge": 0,
  "homo_energy_ev": [-7.4, -7.4],
  "total_energy_ha": -5711.71686,
  "s2": 6.014,
  "mol_weight_g_mol": 551.29,
  "multiplicity": 5,
  "lumo_energy_ev": [0.30, 0.28],
  "e_above_lowest_kj_mol": 79.7
}

{
  "formula": "C5H8N2",
  "method": "ωB97M-V/def2-TZVPD",
  "symbols": ["C", "C", "C", "C", "C", "H", "H", "H", "H", "H", "H", "H", "H", "N", "N"],
  "coordinates": [[-1.28876, 0.42698, -2.13770], [-0.71716, -0.61874, 0.41184], [0.04103, -0.64897, 1.68398], [1.24574, -0.10454, 1.52685], [1.40411, 0.50625, 0.17259], [-1.98022, -0.29616, -1.73311], [-1.50375, 0.98047, -3.05267], [-1.05094, -1.63250, 0.08854], [-1.62631, 0.02533, 0.40947], [-0.34979, -1.07102, 2.57736], [1.96418, 0.02448, 2.31862], [2.38322, 0.30653, -0.29485], [1.32880, 1.60047, 0.21098], [-0.13015, 0.61328, -1.62307], [0.28000, -0.11186, -0.55883]],
  "forces_ev_per_a": [[0.91, 0.18, 0.15], [-0.50, -0.57, -1.18], [0.83, 0.32, -0.46], [-0.54, 0.33, 0.46], [0.31, -0.33, -0.24], [-0.37, -0.14, -0.10], [-0.11, -0.14, 0.37], [0.07, 0.54, 0.29], [0.43, -0.14, 0.19], [-0.19, -0.30, 0.56], [0.18, -0.06, 0.04], [-0.43, -0.22, 0.01], [-0.21, -0.04, 0.04], [-0.20, -0.05, -0.60], [-0.19, 0.62, 0.46]],
  "charge": 0,
  "homo_energy_ev": -8.5,
  "total_energy_ha": -304.75246,
  "mol_weight_g_mol": 96.13,
  "lumo_energy_ev": 1.07,
  "e_above_lowest_kj_mol": 218.0
}

{
  "formula": "C28H71N6O12",
  "method": "ωB97M-V/def2-TZVPD",
  "symbols": ["N", "O", "O", "O", "C", "O", "C", "C", "N", "C", "C", "O", "C", "H", "H", "H", "H", "H", "H", "H", "H", "H", "H", "H", "H", "H", "H", "H", "C", "O", "C", "C", "N", "C", "C", "O", "C", "H", "H", "H", "H", "H", "H", "H", "H", "H", "H", "H", "H", "H", "H", "H", "C", "O", "C", "C", "N", "C", "C", "O", "C", "H", "H", "H", "H", "H", "H", "H", "H", "H", "H", "H", "H", "H", "H", "H", "C", "O", "C", "C", "N", "C", "C", "O", "C", "H", "H", "H", "H", "H", "H", "H", "H", "H", "H", "H", "H", "H", "H", "H", "C", "C", "C", "O", "C", "N", "H", "H", "H", "H", "H", "H", "H", "H", "H", "H", "H"],
  "coordinates": [[0.19403, -1.06218, -0.80605], [-0.67290, -1.78264, -0.42421], [0.35101, 0.00413, -0.14060], [0.74309, -1.36084, -1.87205], [2.34647, 2.95837, 3.85078], [2.20346, 1.52036, 3.87662], [1.41373, 1.07671, 2.73948], [1.65998, -0.45894, 2.61968], [0.77865, -1.06142, 1.54995], [0.60325, -2.50268, 1.56661], [1.89324, -3.38478, 1.45222], [2.45753, -3.11897, 0.20875], [3.63044, -3.84799, -0.18276], [3.01595, 3.22117, 4.66983], [1.36397, 3.42952, 3.87914], [2.83190, 3.24287, 2.91723], [1.73885, 1.54845, 1.81220], [0.34157, 1.22628, 2.86680], [1.37670, -0.79196, 3.61815], [2.72135, -0.62577, 2.43592], [1.22794, -0.87418, 0.66498], [0.05616, -2.67401, 0.63955], [-0.10510, -2.72299, 2.36523], [1.57032, -4.42520, 1.48882], [2.57070, -3.26560, 2.29776], [3.49860, -4.92552, -0.08449], [4.33021, -3.49409, 0.57432], [4.01161, -3.39447, -1.09770], [-1.09939, 2.15850, -3.71020], [-1.85763, 1.01233, -3.13595], [-1.20067, 0.20960, -2.10794], [-2.30475, -0.50391, -1.17182], [-2.67889, 0.22379, -0.00279], [-3.50334, 1.33652, -0.47757], [-4.20415, 2.17358, 0.58110], [-3.31620, 3.19488, 1.12526], [-3.87608, 3.88800, 2.29371], [-0.31512, 2.58293, -3.08340], [-1.73890, 2.95294, -4.09491], [-0.61208, 1.78584, -4.61117], [-0.50546, 0.76591, -1.47921], [-0.53435, -0.53126, -2.54982], [-1.78144, -1.39730, -0.83109], [-3.15936, -0.79441, -1.78285], [-3.21214, -0.43493, 0.54660], [-4.28822, 0.86919, -1.07227], [-3.00336, 2.08228, -1.09561], [-4.54717, 1.46332, 1.33341], [-5.07921, 2.62030, 0.10907], [-3.09940, 4.50742, 2.74224], [-4.21576, 3.12469, 2.99377], [-4.75043, 4.43801, 1.94570], [-3.86443, -1.53249, -3.01918], [-2.78880, -2.44985, -2.79482], [-1.68565, -2.28489, -3.66459], [-0.67610, -3.44584, -3.47784], [-0.33185, -3.40738, -2.03899], [0.72554, -4.35584, -1.54825], [1.11372, -4.07367, -0.10100], [-0.00327, -4.29575, 0.75206], [-0.09129, -5.62317, 1.16497], [-3.44360, -0.54132, -2.85007], [-4.78920, -1.74283, -2.48192], [-4.13339, -1.68374, -4.06459], [-1.06246, -1.44283, -3.36348], [-1.81704, -2.07361, -4.72582], [0.13727, -3.32726, -4.19370], [-1.19906, -4.34805, -3.79507], [0.13279, -2.53948, -1.81324], [1.67355, -4.24054, -2.07370], [0.33861, -5.37055, -1.64173], [1.26402, -3.02661, 0.16202], [2.02676, -4.59296, 0.19019], [0.65834, -5.99758, 1.86209], [-0.37196, -6.35876, 0.41116], [-0.99913, -5.66424, 1.76684], [-1.26491, 0.74179, 5.22554], [-1.60082, 0.62977, 3.87171], [-2.27907, 1.65519, 3.12269], [-1.22883, 2.27296, 2.13244], [-1.16002, 1.54793, 0.89863], [-0.17136, 2.31545, 0.12543], [-0.89401, 3.28603, -0.84744], [-0.01353, 3.98283, -1.63859], [-0.61594, 4.99316, -2.42820], [-1.17584, 1.76037, 5.60322], [-0.31085, 0.22385, 5.12757], [-1.98637, 0.04691, 5.65536], [-2.64927, 2.47462, 3.73881], [-3.10534, 1.23382, 2.55013], [-0.25686, 2.30451, 2.62476], [-1.64106, 3.26213, 1.93319], [-2.02313, 1.51027, 0.37546], [0.29743, 1.53946, -0.47969], [0.65336, 2.69579, 0.72816], [-1.50600, 3.90821, -0.19441], [-1.59091, 2.78837, -1.52180], [-0.91513, 5.76006, -1.71374], [-1.37105, 4.73660, -3.17122], [0.14178, 5.57268, -2.95557], [3.04164, -0.86676, 0.20552], [2.90498, 0.05512, -1.00095], [4.00430, 1.17327, -1.18973], [3.77954, 2.31289, -0.40099], [5.02178, 3.06807, -0.17448], [2.82858, -0.70747, -2.22575], [2.23244, -1.58451, 0.07091], [2.84830, -0.24660, 1.08080], [3.99034, -1.39924, 0.13813], [2.01085, 0.67237, -0.91359], [3.99435, 1.50318, -2.22855], [5.00291, 0.76900, -1.02407], [5.51535, 3.25865, -1.12745], [5.73451, 2.46791, 0.39114], [4.99575, 4.09806, 0.18124], [2.19122, -1.49077, -2.20855], [2.48837, -0.08889, -2.94805]],
  "forces_ev_per_a": [[-0.67, 2.81, 2.78], [1.33, -2.41, 3.12], [-0.10, -1.37, -5.32], [1.31, 1.66, -0.35], [0.17, -1.50, -0.32], [-0.43, 0.95, -0.69], [1.11, -2.14, 0.19], [-1.79, 0.40, 0.15], [2.18, -1.21, 5.35], [0.12, 2.77, 2.67], [1.83, 1.50, 7.83], [16.99, 2.42, 1.22], [2.28, 2.80, 2.09], [-0.35, 0.16, 0.14], [0.03, 0.28, 0.34], [0.06, 0.17, -0.19], [0.22, 0.35, 0.06], [1.36, -1.05, 0.44], [0.00, -0.66, 0.02], [-0.12, -0.31, 1.08], [-0.12, 0.19, 2.84], [0.09, 1.05, 2.59], [0.54, -0.45, 0.63], [1.39, 0.83, 2.13], [0.72, 0.80, -0.16], [-0.08, -0.10, -0.49], [0.90, -0.74, 0.05], [-0.54, -0.59, -0.34], [0.02, -2.19, -0.40], [0.38, 1.68, -0.26], [-1.80, 1.34, -0.07], [0.11, 1.33, -1.59], [-2.95, -1.42, -1.88], [-2.13, -0.01, 0.22], [0.43, 0.25, 0.23], [-2.46, 0.07, 0.22], [-0.45, -1.23, -1.78], [-0.28, -0.36, 0.21], [-0.59, -0.28, 0.52], [0.26, -0.19, -0.15], [-1.24, 0.75, -1.08], [-1.30, 1.57, -0.24], [-2.98, 0.77, -1.03], [1.65, 1.21, 3.12], [-0.38, 0.23, 0.40], [-0.46, 0.46, -0.44], [0.25, -0.84, -0.18], [-0.21, 0.28, 0.55], [-0.14, 0.33, 0.09], [-0.13, 0.01, -0.23], [-0.13, 0.29, 0.14], [0.04, 0.46, 0.19], [0.19, -1.24, -3.54], [-0.88, -0.65, -0.58], [2.10, -0.16, 0.28], [-1.18, 0.23, 1.28], [0.41, -4.61, -1.26], [-1.21, 0.74, -0.32], [-10.18, -5.16, -7.23], [-2.44, -6.49, -1.30], [-2.71, -0.30, 0.58], [-1.66, 0.13, -2.16], [0.50, -0.15, 0.71], [-0.30, 0.27, -0.48], [-0.89, -0.35, -0.45], [-1.17, -0.41, -0.28], [0.51, 0.32, -0.18], [0.11, -0.56, 0.40], [-1.00, -1.60, -1.66], [0.35, -0.25, -0.77], [0.32, -0.40, -0.15], [-7.76, -1.60, -5.08], [-3.15, -4.03, -1.66], [0.84, 0.09, -0.28], [0.78, -0.08, -0.62], [-0.22, 0.08, 0.44], [0.10, -1.32, -1.48], [-1.29, 0.65, -2.03], [2.28, -0.05, -0.02], [-2.58, 0.44, 0.88], [3.81, 3.75, 2.01], [-0.50, -0.57, -2.25], [-0.33, -0.28, 1.93], [1.28, 1.09, -1.41], [1.02, 1.26, 1.08], [-0.19, -0.07, 0.23], [0.46, 0.29, 1.35], [0.05, 0.55, 1.39], [0.14, -0.40, 0.60], [0.15, -0.30, 0.39], [-1.25, 1.10, -0.36], [1.09, 0.50, 0.42], [1.82, 0.58, 1.54], [0.43, 1.78, -0.05], [-0.43, 0.77, -0.08], [-0.14, 0.76, -0.21], [0.15, -0.39, 0.31], [-1.10, 0.09, -0.02], [-0.25, -0.43, 0.49], [0.54, -0.62, -0.29], [0.30, 2.94, -2.40], [0.97, 1.78, -0.53], [-0.07, -1.14, -0.43], [1.09, 1.79, 1.58], [-0.25, -1.08, -1.40], [3.84, 0.36, -1.40], [1.93, 1.97, -0.14], [1.24, -0.32, -0.99], [0.11, 0.28, 0.42], [0.22, -0.15, 0.32], [-0.10, -0.14, -0.42], [0.27, -0.21, 0.25], [0.04, -0.40, -0.56], [-0.13, 0.00, 0.37], [-1.22, -0.32, 0.76], [1.25, 0.62, 0.28], [-0.03, -0.13, -0.24]],
  "charge": -1,
  "homo_energy_ev": -3.5,
  "total_energy_ha": -2339.24088,
  "mol_weight_g_mol": 683.91,
  "lumo_energy_ev": 2.58,
  "e_above_lowest_kj_mol": 3459.8
}

Which formula does entry 3 have? C5H8N2